No. 1
Entry from the OMol25 dataset: a molecular structure, C23H19ClF3NO2PPt in a non-equilibrium geometry (ωB97M-V/def2-TZVPD).

Calculated values
Orbital gap (spin up / spin down)   0.2715 / 0.2755 Eh
Relative energy (zero: lowest compared OMol25 entry of this formula, charge and spin)   0.513 eV
DFT total energy   -62949.2163 eV

```
! wB97M-V def2-TZVPD RIJCOSX def2/J DEFGRID3
* xyz 1 1
Pt -1.434 0.021 -0.539
Cl -1.402 2.465 0.460
C 0.132 2.427 1.317
C 0.338 3.376 2.296
C 1.528 3.340 3.012
C 2.479 2.368 2.746
C 2.254 1.429 1.749
C 1.074 1.455 1.009
P 0.761 0.283 -0.324
C 1.052 1.168 -1.860
C 0.532 0.626 -3.040
C 0.681 1.312 -4.235
C 1.350 2.529 -4.257
C 1.876 3.064 -3.088
C 1.726 2.389 -1.887
C 1.942 -1.042 -0.175
C 3.067 -1.094 -0.994
C 3.992 -2.115 -0.815
C 3.793 -3.072 0.168
C 2.663 -3.024 0.979
C 1.736 -2.012 0.806
H -0.419 4.120 2.502
H 1.701 4.077 3.785
H 3.398 2.338 3.316
H 3.005 0.677 1.537
H 0.030 -0.336 -3.035
H 0.275 0.896 -5.147
H 1.462 3.063 -5.191
H 2.402 4.009 -3.114
H 2.129 2.815 -0.976
H 3.221 -0.352 -1.766
H 4.868 -2.163 -1.448
H 4.517 -3.866 0.303
H 2.507 -3.780 1.737
H 0.848 -1.979 1.428
C -4.166 -1.893 3.867
C -2.987 -2.597 3.192
C -2.441 -1.814 2.065
N -2.019 -1.209 1.191
H -4.535 -2.513 4.681
H -4.979 -1.732 3.161
H -3.865 -0.930 4.277
H -3.278 -3.569 2.794
H -2.169 -2.766 3.892
F -5.194 -2.263 -2.246
C -4.783 -1.052 -2.635
F -4.581 -1.071 -3.956
F -5.735 -0.166 -2.356
C -3.462 -0.708 -1.927
O -3.397 0.341 -1.193
O -2.494 -1.471 -2.062
*
```

=====

No. 2
Entry from the OMol25 dataset: a single C5H11NO molecule in a non-equilibrium geometry (ωB97M-V/def2-TZVPD).

Calculated values
SMILES   CNCCCC=O
Orbital gap   0.3380 Eh
Relative energy (zero: lowest compared OMol25 entry of this formula, charge and spin)   2.517 eV
DFT total energy   -8899.1808 eV

```
! wB97M-V def2-TZVPD RIJCOSX def2/J DEFGRID3
* xyz 0 1
C 2.423 0.646 -0.379
N 1.454 -0.435 -0.260
C 0.531 -0.455 0.847
C -0.677 0.529 0.637
C -1.587 0.145 -0.480
C -2.357 -1.109 -0.189
O -1.855 -2.194 0.085
H 3.328 0.753 0.230
H 2.639 0.669 -1.386
H 1.989 1.682 -0.273
H 1.100 -0.867 -1.157
H 0.962 0.111 1.695
H 0.214 -1.441 1.276
H -1.172 0.763 1.571
H -0.086 1.401 0.299
H -1.045 -0.019 -1.507
H -2.371 0.844 -0.683
H -3.490 -1.024 -0.327
*
```

=====

No. 3
Entry from the OMol25 dataset: a single C5H7NO molecule in a non-equilibrium geometry (ωB97M-V/def2-TZVPD).

Calculated values
Orbital gap (spin up / spin down)   0.2879 / 0.3079 Eh
Relative energy (zero: lowest compared OMol25 entry of this formula, charge and spin)   4.633 eV
DFT total energy   -8831.5694 eV

```
! wB97M-V def2-TZVPD RIJCOSX def2/J DEFGRID3
* xyz 0 1
C 1.529 0.683 0.067
C 0.155 0.880 -0.535
C -0.470 -0.227 -1.324
O -1.556 -0.825 -0.712
C -1.424 -1.141 0.535
N -0.192 -0.925 1.115
C 0.301 0.442 0.892
H 2.130 -0.154 -0.285
H 2.099 1.580 0.308
H -0.165 1.905 -0.740
H 0.389 -1.425 0.351
H -0.740 -0.035 -2.355
H -2.134 -1.846 0.950
H 0.078 1.089 1.731
*
```

=====

No. 4
Entry from the OMol25 dataset: 2 unconnected molecules or ions with the total composition C2H3N4 in a non-equilibrium geometry (ωB97M-V/def2-TZVPD).

Calculated values
Orbital gap   0.2705 Eh
Relative energy (zero: lowest compared OMol25 entry of this formula, charge and spin)   1.491 eV
DFT total energy   -8081.7083 eV

```
! wB97M-V def2-TZVPD RIJCOSX def2/J DEFGRID3
* xyz -1 1
C 0.041 0.347 -1.527
C 0.895 -0.291 -0.587
N -0.359 1.085 1.384
N -0.711 0.737 -2.302
N -1.105 0.234 1.700
N -1.634 -0.700 2.169
H 0.691 0.366 0.312
H 0.341 -1.243 -0.299
H 1.841 -0.536 -0.850
*
```

=====

No. 5
Entry from the OMol25 dataset: a single C4H4F2 molecule in a non-equilibrium geometry (ωB97M-V/def2-TZVPD).

Calculated values
SMILES   C[C@@H](F)C#CF
Orbital gap (spin up / spin down)   0.3340 / 0.3340 Eh
Relative energy (zero: lowest compared OMol25 entry of this formula, charge and spin)   3.774 eV
DFT total energy   -9642.6777 eV

```
! wB97M-V def2-TZVPD RIJCOSX def2/J DEFGRID3
* xyz 0 1
C -0.313 -0.578 -0.676
C -2.032 -0.711 -0.616
F -2.033 -1.539 0.636
C -2.480 0.615 -0.491
C -2.264 1.537 0.334
F -3.022 2.572 0.575
H 0.038 -0.310 0.252
H 0.179 0.065 -1.435
H 0.007 -1.662 -0.742
H -2.483 -1.429 -1.311
*
```

=====

No. 6
Entry from the OMol25 dataset: a gas-phase ion, C6H3S2 (charge -1) in a non-equilibrium geometry (ωB97M-V/def2-TZVPD).

Calculated values
Orbital gap   0.2149 Eh
Relative energy (zero: lowest compared OMol25 entry of this formula, charge and spin)   1.656 eV
DFT total energy   -27938.0351 eV

```
! wB97M-V def2-TZVPD RIJCOSX def2/J DEFGRID3
* xyz -1 1
C 0.295 0.025 -0.018
C -0.457 1.190 0.007
C -0.541 -1.054 0.125
C -1.797 0.891 0.151
C -1.945 -0.578 0.261
C -2.908 -1.268 1.160
S -3.238 1.744 -0.049
S -3.357 -1.286 -0.445
H 1.366 0.078 -0.051
H -0.307 2.261 -0.144
H -0.178 -2.036 -0.097
*
```

=====

No. 7
Entry from the OMol25 dataset: 2 unconnected molecules or ions with the total composition C24H33Cl2F14IN4O7S in a non-equilibrium geometry (ωB97M-V/def2-TZVPD).

Calculated values
Orbital gap   0.2590 Eh
Relative energy (zero: lowest compared OMol25 entry of this formula, charge and spin)   18.731 eV
DFT total energy   -127720.4326 eV

```
! wB97M-V def2-TZVPD RIJCOSX def2/J DEFGRID3
* xyz 0 1
C -3.689 -4.227 4.548
C -4.561 -2.862 4.928
C -3.850 -1.614 4.072
C -2.458 -1.186 4.826
O -1.588 -0.279 4.029
N -1.381 -0.820 2.787
C -0.586 -2.142 2.772
O 0.649 -2.154 3.317
O -1.084 -3.409 2.215
C -1.870 -0.224 1.617
N -1.596 -0.959 0.336
C -2.592 -0.579 -0.785
I -2.675 -2.476 -1.965
O -1.940 0.522 -1.491
C -2.446 0.791 -2.824
C -1.163 0.637 -3.869
N -1.322 -0.477 -4.878
C -0.019 -1.196 -5.146
C 0.279 -2.486 -4.179
C 1.844 -3.062 -4.307
O -0.585 -3.646 -4.517
C -4.002 -0.219 -0.039
S -5.463 0.127 -1.151
O -5.415 1.543 -1.848
O -5.808 -0.974 -2.175
F -6.851 0.228 -0.088
C -3.726 1.220 0.770
N -2.642 1.057 1.807
C -1.763 2.275 1.957
C -0.822 2.629 0.664
C 0.082 3.992 0.814
F -0.477 4.800 1.958
F -0.031 4.800 -0.437
C 1.622 3.618 1.235
F 1.550 2.678 2.377
F 2.229 4.888 1.782
C 2.588 3.144 -0.001
F 1.786 2.548 -1.135
F 3.160 4.416 -0.584
C 3.881 2.234 0.433
F 4.721 2.968 1.437
F 4.749 2.135 -0.800
C 3.536 0.703 0.899
F 2.128 0.286 0.709
F 3.778 0.660 2.390
C 4.565 -0.443 0.272
F 4.293 -0.772 -1.146
F 6.007 -0.146 0.563
F 4.263 -1.700 1.052
H -3.258 -4.131 3.464
H -4.341 -5.211 4.570
H -2.770 -4.266 5.295
H -5.666 -3.086 4.557
H -4.506 -2.630 6.082
H -3.723 -2.020 2.982
H -4.613 -0.698 4.028
H -1.901 -2.139 5.232
H -2.784 -0.571 5.795
H -0.659 -0.594 0.001
H -3.406 0.225 -3.162
H -2.723 1.952 -2.862
H -0.149 0.586 -3.247
H -1.080 1.651 -4.493
H -2.111 -1.123 -4.660
H 0.005 -1.575 -6.268
H 0.875 -0.428 -4.966
H 0.182 -2.152 -3.040
H 2.582 -2.159 -4.418
H 1.910 -3.856 -5.169
H 2.051 -3.600 -3.262
H -0.702 -4.250 -3.701
H -4.357 -1.081 0.709
H -4.742 1.438 1.347
H -3.569 2.105 0.017
H -2.461 3.190 2.220
H -1.068 2.102 2.895
H -1.525 2.806 -0.282
H -0.046 1.741 0.478
Cl 9.934 2.953 -1.120
C 8.428 2.082 -1.499
C 8.666 0.599 -1.734
Cl 9.569 0.293 -3.239
H 7.969 2.560 -2.370
H 7.759 2.220 -0.644
H 7.708 0.079 -1.830
H 9.219 0.143 -0.908
*
```

=====

No. 8
Entry from the OMol25 dataset: a single C12H14N4O3S molecule in a non-equilibrium geometry (ωB97M-V/def2-TZVPD).

Calculated values
SMILES   COc1ccc(OC)c(C(=O)CSc2nnnn2C)c1
Orbital gap   0.3137 Eh
Relative energy (zero: lowest compared OMol25 entry of this formula, charge and spin)   1.836 eV
DFT total energy   -35607.2199 eV

```
! wB97M-V def2-TZVPD RIJCOSX def2/J DEFGRID3
* xyz 0 1
C 3.557 0.313 -1.694
O 3.269 -0.182 -0.403
C 2.092 0.168 0.169
C 1.786 -0.434 1.390
C 0.606 -0.154 2.050
C -0.334 0.706 1.491
O -1.525 1.039 2.066
C -1.841 0.496 3.325
C -0.042 1.298 0.254
C -1.011 2.144 -0.483
O -0.714 3.181 -1.017
C -2.435 1.615 -0.609
S -2.576 -0.191 -0.501
C -1.291 -0.627 -1.568
N -0.739 0.089 -2.527
N 0.247 -0.649 -3.008
N 0.333 -1.766 -2.418
N -0.623 -1.808 -1.486
C -0.824 -2.903 -0.591
C 1.178 1.062 -0.374
H 2.782 0.028 -2.412
H 3.670 1.401 -1.687
H 4.502 -0.147 -1.977
H 2.498 -1.124 1.814
H 0.418 -0.629 3.000
H -1.105 0.783 4.082
H -1.919 -0.595 3.284
H -2.811 0.914 3.589
H -3.038 1.999 0.215
H -2.851 1.951 -1.559
H -1.739 -3.441 -0.846
H -0.904 -2.525 0.429
H 0.032 -3.567 -0.682
H 1.353 1.556 -1.316
*
```

=====

No. 9
Entry from the OMol25 dataset: a molecular structure, C5H7Cl2O5Sn (ωB97M-V/def2-TZVPD).

Calculated values
Orbital gap   0.3469 Eh
Relative energy (zero: lowest compared OMol25 entry of this formula, charge and spin)   0.000 eV
DFT total energy   -46406.6270 eV

```
! wB97M-V def2-TZVPD RIJCOSX def2/J DEFGRID3
* xyz 1 1
Sn 0.952 -0.719 0.576
O 1.395 1.047 -3.452
C 1.165 0.792 -2.192
O 1.342 -0.305 -1.679
C 0.681 2.003 -1.435
O 0.361 1.660 -0.094
C -1.059 1.706 0.192
C -1.691 0.384 -0.228
O -2.735 0.320 -0.801
O -0.992 -0.681 0.189
H 1.713 0.247 -3.905
H 1.469 2.758 -1.446
H -0.181 2.412 -1.964
H -1.155 1.842 1.269
H -1.528 2.542 -0.319
Cl 0.132 -1.587 3.576
C 0.028 -3.309 3.163
Cl 0.255 -3.621 1.424
H -0.961 -3.659 3.429
H 0.810 -3.832 3.698
*
```

=====

No. 10
Entry from the OMol25 dataset: 2 unconnected molecules or ions with the total composition H4O2 (ωB97M-V/def2-TZVPD).

Calculated values
SMILES   O.O
Orbital gap   0.4496 Eh
Relative energy (zero: lowest compared OMol25 entry of this formula, charge and spin)   0.215 eV
DFT total energy   -4159.7238 eV

```
! wB97M-V def2-TZVPD RIJCOSX def2/J DEFGRID3
* xyz 0 1
O -1.211 -1.411 1.574
H -2.108 -1.153 1.319
H -0.648 -0.635 1.576
O 1.601 1.042 -1.213
H 1.568 0.588 -2.059
H 0.798 1.569 -1.196
*
```

=====

No. 11
Entry from the OMol25 dataset: a single C3H4N2O molecule in a non-equilibrium geometry (ωB97M-V/def2-TZVPD).

Calculated values
SMILES   [H]/N=C/OCC#N
Orbital gap   0.4186 Eh
Relative energy (zero: lowest compared OMol25 entry of this formula, charge and spin)   2.685 eV
DFT total energy   -8201.2007 eV

```
! wB97M-V def2-TZVPD RIJCOSX def2/J DEFGRID3
* xyz 0 1
H -1.049 1.606 -1.667
N -0.686 1.006 -0.964
C 0.266 1.392 -0.236
O 0.671 0.484 0.647
C -0.295 -0.772 0.450
C 0.696 -1.811 0.554
N 1.529 -2.607 0.575
H 0.772 2.368 -0.242
H -0.950 -1.035 -0.414
H -0.954 -0.630 1.296
*
```

=====

No. 12
Entry from the OMol25 dataset: 2 unconnected molecules or ions with the total composition C2H4NO2S2 in a non-equilibrium geometry (ωB97M-V/def2-TZVPD).

Calculated values
Orbital gap (spin up / spin down)   0.2577 / 0.1891 Eh
Relative energy (zero: lowest compared OMol25 entry of this formula, charge and spin)   2.162 eV
DFT total energy   -29393.2751 eV

```
! wB97M-V def2-TZVPD RIJCOSX def2/J DEFGRID3
* xyz -1 1
C -0.192 -0.181 -1.928
C -0.835 0.041 -0.709
N 1.416 -0.475 0.769
O -0.510 -1.009 -2.778
O 0.900 0.646 -2.182
S 1.719 0.827 1.643
S 1.047 -1.941 1.456
H -1.639 -0.602 -0.403
H -0.637 0.915 -0.116
H 1.183 1.014 -1.338
H 1.019 -1.657 2.783
*
```